The following is a quantum chemistry calculation of a molecular structure, C38H39AlF3N6O12 in a non-equilibrium geometry, from the OMol25 dataset.

Last column: Löwdin charge in e.
Cartesian coordinates (Å):
H: 2.100 -0.165 -3.899  0.120
C: -2.423 -7.451 -3.671  -0.066
H: 7.879 -0.214 -4.199  0.111
C: 5.993 2.558 -6.139  -0.162
H: -3.140 5.880 2.729  0.125
C: 7.354 0.568 -4.746  -0.061
H: -1.001 -1.300 0.840  0.108
C: 2.172 -0.350 -7.783  -0.064
O: 0.508 -3.390 -5.522  0.058
H: -6.587 4.532 5.937  0.087
H: -8.444 2.464 6.498  0.071
H: 4.167 3.029 -1.197  0.111
H: 7.456 -0.477 -6.629  0.108
H: -2.028 -7.446 -0.288  0.070
C: -2.683 -7.187 -2.325  -0.058
C: -3.372 -3.339 2.184  0.009
Al: -4.160 2.951 5.382  0.254
H: 1.713 4.809 1.843  0.098
C: -4.605 2.836 8.453  -0.174
H: -3.677 2.100 8.425  0.070
C: -0.694 -8.405 -1.684  0.009
N: 0.958 -2.422 -4.891  -0.327
O: 0.919 -2.309 -3.657  0.059
C: -2.643 -2.176 1.926  -0.058
H: 3.249 3.975 3.602  0.109
C: 2.114 -0.228 -4.985  0.006
F: 0.439 4.460 4.019  -0.030
C: -8.114 3.286 7.263  -0.164
C: -6.612 3.926 6.943  -0.291
H: -6.403 4.695 7.818  0.100
C: 3.457 3.763 2.555  -0.055
C: -1.820 -7.658 -1.334  -0.072
N: 5.255 3.596 -6.868  -0.326
H: -0.033 -8.768 -0.900  0.120
H: -8.189 2.888 8.378  0.074
O: 6.724 1.506 1.393  0.065
C: 2.594 4.234 1.564  -0.057
O: 6.208 1.740 -0.727  0.034
C: 6.242 2.716 -4.769  0.001
C: 2.679 0.815 -5.721  -0.061
C: -3.129 4.770 5.293  -0.181
H: -1.110 -8.391 -5.087  0.116
H: -4.244 3.916 8.741  0.067
H: 1.196 -2.254 -7.593  0.118
C: 7.114 0.418 -6.112  -0.065
C: -5.414 2.805 6.998  -0.405
C: -1.561 -2.210 1.045  -0.066
C: 6.923 1.713 -4.075  -0.055
H: 2.177 4.342 -0.548  0.110
H: -2.920 -1.242 2.410  0.080
C: 2.854 3.970 0.218  -0.060
C: -1.915 -4.575 0.675  -0.004
O: 4.901 4.603 -6.238  0.062
H: -3.564 -6.611 -2.047  0.113
C: 1.606 -1.400 -7.058  -0.001
O: 0.932 -9.680 -4.616  0.052
N: 0.731 -9.479 -3.409  -0.328
F: -0.546 6.233 5.411  0.007
C: -3.007 -4.535 1.552  -0.141
C: -2.105 4.627 4.019  -0.309
O: -3.418 -6.798 1.239  0.029
O: 5.026 3.404 -8.071  0.045
O: 1.447 -9.914 -2.496  0.056
H: -5.946 1.739 6.959  0.096
H: -3.099 -7.079 -4.437  0.107
H: -0.350 -3.424 -0.262  0.106
H: 7.115 1.824 -3.010  0.090
N: 6.007 1.941 0.480  -0.321
C: 4.837 2.745 0.854  -0.148
H: -3.896 5.644 5.025  0.078
H: -5.011 2.738 4.042  -0.037
H: -8.900 4.180 7.200  0.065
H: -2.619 5.033 6.314  0.068
H: 2.195 -0.390 -8.870  0.108
H: 6.249 1.278 -7.881  0.118
C: -1.195 -3.405 0.422  -0.067
H: 5.912 3.603 -4.232  0.119
H: 5.244 2.652 2.989  0.118
C: 3.978 3.226 -0.144  -0.007
C: 4.583 3.015 2.205  0.001
H: -5.379 2.397 9.246  0.070
C: 1.574 -1.332 -5.658  -0.142
C: -0.694 5.448 4.164  -0.163
H: -1.617 -5.498 0.182  0.087
H: -4.214 -3.295 2.871  0.116
N: -3.783 -5.756 1.802  -0.315
C: 6.431 1.412 -6.816  -0.011
C: -0.439 -8.675 -3.036  -0.146
C: 2.703 0.755 -7.115  -0.069
N: -4.014 -0.736 4.780  0.057
O: -2.802 4.918 2.741  -0.103
H: 3.138 1.574 -7.685  0.095
O: -4.762 -5.673 2.558  0.071
F: -0.555 6.392 2.994  -0.029
C: -1.298 -8.194 -4.034  -0.004
H: -1.813 3.471 3.960  0.151
H: 3.099 1.678 -5.207  0.105
C: -3.385 0.411 4.935  -0.248
O: -2.820 1.630 5.591  -0.210

Results
HOMO-LUMO gap: 5.8 eV
HOMO level: -5.67 eV
Charge: -1
Max |F|: 11.4 eV/A
Energy: -3244.3195 hartree

The following is a quantum chemistry calculation of 2 unconnected molecules or ions with the total composition C9H14S in a non-equilibrium geometry, from the OMol25 dataset.

Last column: natural (NBO) charge in e.
Cartesian coordinates (Å):
H: -3.899 1.292 -0.145  0.214
C: -3.213 0.507 -0.589  -0.755
C: -1.196 1.963 -1.932  -0.730
C: 1.308 1.366 0.166  -0.635
H: 0.374 1.807 0.441  0.210
C: 1.410 -2.770 1.296  -0.233
H: -3.659 -0.472 -0.612  0.232
H: 1.355 -3.802 1.666  0.226
S: -2.617 0.863 -2.252  0.161
C: 1.228 -0.026 0.559  0.002
H: 1.564 1.546 -0.872  0.220
H: 1.728 -0.678 -1.416  0.220
H: 2.104 2.129 0.608  0.224
H: 0.599 -2.136 3.138  0.205
C: 0.803 -0.404 1.804  -0.262
H: 2.317 -3.100 -0.543  0.206
C: 1.687 -0.998 -0.392  -0.227
H: -0.515 1.315 -2.262  0.206
H: -2.326 0.418 0.128  0.214
C: 0.779 -1.725 2.126  -0.170
H: -1.132 2.202 -0.846  0.229
C: 1.838 -2.280 0.089  -0.199
H: 0.577 0.253 2.586  0.215
H: -1.116 2.731 -2.745  0.229

Results
HOMO-LUMO gap: 9.2 eV
HOMO level: -8.26 eV
Structure (SMILES): Cc1ccccc1.CSC
Charge: 0
Max |F|: 4.7 eV/A
Energy: -749.4351 hartree

The following is a quantum chemistry calculation of a molecular structure, CH3IO2S2 in a non-equilibrium geometry, from the OMol25 dataset.

Last column: natural (NBO) charge in e.
Cartesian coordinates (Å):
I: -2.634 -0.128 -0.701  0.075
S: -0.353 0.906 1.773  1.642
C: 0.591 -0.486 -0.991  -0.708
O: 0.544 0.763 2.881  -0.850
H: 0.475 0.532 -1.023  0.256
O: 0.123 1.525 0.537  -0.900
H: 1.477 -0.807 -0.535  0.227
S: -0.663 -1.313 0.045  0.033
H: 0.441 -0.991 -1.986  0.226

Results
HOMO-LUMO gap: 8.2 eV
HOMO level: -9.32 eV
Charge: 0
Max |F|: 4.6 eV/A
Energy: -1284.4245 hartree